Molecular formula: C16H20F12NNaO11
Method: DFT, ωB97M-V/def2-TZVPD

Values from the calculation:
<S²>: 0.76
LUMO energy (alpha / beta), eV: -4.19 / -8.37
M, g/mol: 653.3
HOMO-LUMO gap (alpha / beta), eV: 9.591 / 5.415

ORCA input file:
```
! wB97M-V def2-TZVPD RIJCOSX def2/J DEFGRID3
* xyz 1 2
Na 0.752 0.522 0.306
N 0.664 3.607 0.406
O 1.093 2.880 1.310
O 0.789 4.778 0.307
O 0.229 2.993 -0.583
C 4.277 3.177 0.266
C 4.605 1.844 0.924
O 5.044 0.874 -0.013
C 4.236 -0.064 -0.486
O 3.078 -0.290 -0.103
C 4.904 -1.088 -1.436
F 4.435 -2.332 -1.273
F 4.640 -0.607 -2.699
F 6.225 -1.048 -1.262
H 3.499 2.961 -0.467
H 5.107 3.660 -0.249
H 3.899 3.926 0.963
H 3.782 1.369 1.459
H 5.419 2.104 1.601
C -3.002 2.528 2.372
C -2.002 2.032 3.468
O -2.205 0.662 3.770
C -1.489 -0.290 3.076
O -0.640 -0.046 2.258
C -1.729 -1.719 3.643
F -2.343 -1.725 4.862
F -2.339 -2.520 2.765
F -0.527 -2.224 3.877
H -3.283 3.568 2.538
H -3.926 1.963 2.247
H -2.448 2.622 1.438
H -2.186 2.505 4.432
H -1.012 2.401 3.196
C -2.660 -4.581 -0.968
C -1.670 -3.473 -0.833
O -0.427 -3.944 -0.272
C 0.542 -3.141 0.128
O 0.559 -1.922 -0.057
C 1.826 -3.969 0.608
F 2.012 -4.993 -0.258
F 2.903 -3.192 0.721
F 1.519 -4.486 1.827
H -3.485 -4.118 -1.509
H -2.853 -4.923 0.049
H -2.239 -5.404 -1.546
H -2.203 -2.724 -0.248
H -1.546 -2.973 -1.794
C -1.437 2.107 -4.798
C -1.218 1.311 -3.530
O -2.389 1.072 -2.788
C -2.279 0.427 -1.583
O -1.197 0.024 -1.148
C -3.641 0.218 -0.844
F -3.451 0.152 0.460
F -4.485 1.206 -1.185
F -4.091 -0.937 -1.233
H -1.696 3.123 -4.501
H -2.206 1.695 -5.451
H -0.512 2.215 -5.366
H -0.456 1.841 -2.959
H -0.770 0.365 -3.836
*
```

The molecule's natural (NBO) atomic charges, reported in e, are given here:
1 Na 0.94
2 N 0.70
3 O -0.31
4 O -0.19
5 O -0.19
6 C -0.63
7 C -0.08
8 O -0.45
9 C 0.72
10 O -0.64
11 C 0.91
12 F -0.28
13 F -0.32
14 F -0.29
15 H 0.19
16 H 0.24
17 H 0.23
18 H 0.19
19 H 0.22
20 C -0.64
21 C -0.09
22 O -0.46
23 C 0.73
24 O -0.61
25 C 0.90
26 F -0.30
27 F -0.30
28 F -0.30
29 H 0.23
30 H 0.24
31 H 0.19
32 H 0.21
33 H 0.19
34 C -0.62
35 C -0.07
36 O -0.47
37 C 0.73
38 O -0.63
39 C 0.92
40 F -0.30
41 F -0.29
42 F -0.31
43 H 0.23
44 H 0.22
45 H 0.22
46 H 0.19
47 H 0.19
48 C -0.62
49 C -0.08
50 O -0.47
51 C 0.71
52 O -0.62
53 C 0.92
54 F -0.30
55 F -0.29
56 F -0.29
57 H 0.21
58 H 0.23
59 H 0.23
60 H 0.18
61 H 0.19

=====

Molecular formula: C5H11N4O5S
Method: DFT, ωB97M-V/def2-TZVPD

Values from the calculation:
LUMO energy, eV: -3.55
SMILES: N[C@H](/C=N\N=C\CO)C(=[NH2+])OS(=O)(=O)O
M, g/mol: 239.2
HOMO-LUMO gap, eV: 8.776

ORCA input file:
```
! wB97M-V def2-TZVPD RIJCOSX def2/J DEFGRID3
* xyz 1 1
C -0.132 -1.245 2.002
C -0.868 -1.352 -0.196
C -1.303 -1.632 1.200
C 0.722 2.171 0.958
C 1.191 2.652 -0.374
N 0.542 -0.112 1.841
N -2.364 -0.790 1.583
N -1.299 -0.238 -0.590
N 0.560 0.986 1.239
O 0.101 -0.382 -2.610
O 1.083 -2.679 -3.079
O 2.075 -1.055 -1.510
O 1.936 1.719 -1.223
O -0.236 -2.294 -0.891
S 0.801 -1.601 -2.252
H 0.365 -1.874 2.708
H -1.403 -2.785 1.369
H 2.275 2.267 -1.990
H 0.244 2.991 1.629
H 0.264 2.982 -0.898
H 1.775 3.500 -0.199
H -3.290 -1.264 1.510
H -2.185 -0.251 2.523
H -1.849 0.144 0.197
H -1.018 0.173 -1.526
H 2.014 -0.030 -1.422
*
```

The molecule's natural (NBO) atomic charges, reported in e, are given here:
1 C -0.09
2 C 0.68
3 C -0.20
4 C 0.06
5 C -0.11
6 N -0.11
7 N -0.86
8 N -0.71
9 N -0.17
10 O -0.93
11 O -0.78
12 O -0.86
13 O -0.76
14 O -0.61
15 S 2.52
16 H 0.24
17 H 0.26
18 H 0.51
19 H 0.19
20 H 0.19
21 H 0.21
22 H 0.41
23 H 0.43
24 H 0.45
25 H 0.47
26 H 0.57

=====

Molecular formula: C5H11N
Method: DFT, ωB97M-V/def2-TZVPD

Values from the calculation:
LUMO energy, eV: 1.02
SMILES: C=C(N)CCC
M, g/mol: 85.1
HOMO-LUMO gap, eV: 8.768

ORCA input file:
```
! wB97M-V def2-TZVPD RIJCOSX def2/J DEFGRID3
* xyz 0 1
C -0.843 0.528 -1.826
C 0.498 0.085 -1.443
C 0.896 0.360 0.014
C 0.076 -0.255 1.133
C -1.173 0.219 1.587
N 0.804 -1.145 1.952
H -1.513 -0.329 -1.608
H -1.107 1.397 -1.110
H -0.991 0.555 -2.971
H 1.198 0.448 -2.184
H 0.612 -1.042 -1.776
H 0.777 1.469 -0.038
H 1.976 0.164 0.304
H -1.821 1.043 1.146
H -1.437 -0.128 2.543
H 1.703 -1.625 1.549
H 0.345 -1.744 2.727
*
```

The molecule's natural (NBO) atomic charges, reported in e, are given here:
1 C -0.63
2 C -0.40
3 C -0.45
4 C 0.20
5 C -0.55
6 N -0.85
7 H 0.21
8 H 0.21
9 H 0.22
10 H 0.21
11 H 0.18
12 H 0.22
13 H 0.22
14 H 0.21
15 H 0.19
16 H 0.39
17 H 0.40

=====

Molecular formula: C6H15NO3
Method: DFT, ωB97M-V/def2-TZVPD

Values from the calculation:
LUMO energy, eV: 0.65
SMILES: COC(C)(C)C(=O)O.CN
M, g/mol: 149.2
HOMO-LUMO gap, eV: 9.670

ORCA input file:
```
! wB97M-V def2-TZVPD RIJCOSX def2/J DEFGRID3
* xyz 0 1
C 0.455 2.686 1.782
N -0.040 1.327 1.715
C -0.785 0.883 -0.506
O -0.821 1.781 -1.327
C -0.114 -0.464 -0.856
C -0.646 -0.998 -2.184
C 1.398 -0.236 -0.918
O -0.509 -1.314 0.218
C 0.222 -2.499 0.437
H -0.157 3.324 1.129
H 0.438 3.093 2.805
H 1.486 2.734 1.403
H 0.370 0.667 2.365
H -0.435 -0.283 -2.988
H -0.176 -1.962 -2.418
H -1.734 -1.144 -2.135
H 1.783 0.097 0.056
H 1.918 -1.151 -1.228
H 1.614 0.557 -1.644
H -0.323 -3.066 1.200
H 0.287 -3.105 -0.478
H 1.232 -2.277 0.814
H -1.290 1.094 1.766
O -2.163 0.602 0.401
H -2.010 -0.346 0.592
*
```

The molecule's natural (NBO) atomic charges, reported in e, are given here:
1 C -0.42
2 N -0.88
3 C 0.86
4 O -0.57
5 C 0.14
6 C -0.63
7 C -0.64
8 O -0.57
9 C -0.24
10 H 0.21
11 H 0.18
12 H 0.19
13 H 0.36
14 H 0.24
15 H 0.21
16 H 0.23
17 H 0.23
18 H 0.21
19 H 0.24
20 H 0.20
21 H 0.17
22 H 0.17
23 H 0.44
24 O -0.82
25 H 0.49

=====

Molecular formula: C2H3NS
Method: DFT, ωB97M-V/def2-TZVPD

Values from the calculation:
LUMO energy, eV: 0.35
SMILES: C#CSN
M, g/mol: 73.1
HOMO-LUMO gap, eV: 8.772

ORCA input file:
```
! wB97M-V def2-TZVPD RIJCOSX def2/J DEFGRID3
* xyz 0 1
C 0.563 0.740 1.690
C -0.132 0.854 0.608
N -0.183 -0.611 -1.546
S -1.135 0.700 -0.749
H 1.250 0.823 2.567
H 0.328 -1.096 -0.640
H -0.691 -1.411 -1.930
*
```

The molecule's natural (NBO) atomic charges, reported in e, are given here:
1 C -0.23
2 C -0.32
3 N -0.96
4 S 0.48
5 H 0.26
6 H 0.38
7 H 0.38

=====

Molecular formula: C46H43N7OTi
Method: DFT, ωB97M-V/def2-TZVPD

Values from the calculation:
LUMO energy, eV: -6.80
M, g/mol: 757.8
HOMO-LUMO gap, eV: 4.996

ORCA input file:
```
! wB97M-V def2-TZVPD RIJCOSX def2/J DEFGRID3
* xyz 2 1
Ti -0.039 0.078 0.372
C 10.382 -0.198 9.134
O 8.979 -0.113 9.347
C 8.153 -0.204 8.305
C 8.556 -0.234 6.969
C 7.613 -0.343 5.965
C 6.253 -0.432 6.258
C 5.858 -0.402 7.605
C 6.785 -0.278 8.607
C 5.229 -0.504 5.237
N 3.934 -0.630 5.471
C 3.330 -0.575 4.261
C 4.265 -0.407 3.243
N 5.469 -0.373 3.889
C 3.897 -0.207 1.890
C 4.784 0.013 0.819
C 4.281 0.301 -0.423
C 2.900 0.404 -0.598
N 2.040 0.183 0.383
C 2.513 -0.169 1.605
C 1.547 -0.506 2.618
N 0.249 -0.659 2.235
C -0.664 -0.965 3.151
C -0.355 -1.104 4.501
C 0.951 -0.959 4.911
C 1.942 -0.681 3.959
H 10.822 -0.286 10.123
H 10.766 0.698 8.645
H 10.638 -1.082 8.547
H 9.603 -0.156 6.713
H 7.967 -0.366 4.940
H 4.805 -0.476 7.836
H 6.489 -0.235 9.646
H 6.375 -0.272 3.467
H 5.852 -0.051 0.980
H 4.938 0.470 -1.264
H 2.492 0.671 -1.563
H -1.667 -1.147 2.788
H -1.145 -1.316 5.207
H 1.242 -1.081 5.946
C -2.206 -0.544 -2.816
C -2.933 -1.241 -1.695
C -3.741 -2.324 -2.013
C -4.550 -2.923 -1.063
C -4.590 -2.417 0.222
C -3.794 -1.337 0.588
C -3.933 -0.777 1.985
C -2.930 -0.791 -0.365
N -2.058 0.292 0.020
C -2.483 1.503 -0.108
C -3.823 1.883 -0.631
C -1.494 2.559 0.223
C -1.932 3.972 0.370
N -0.276 2.147 0.329
C 0.795 3.104 0.374
C 1.313 3.549 1.590
C 0.741 3.053 2.892
C 2.343 4.480 1.559
C 2.821 4.971 0.356
C 2.301 4.508 -0.842
C 1.285 3.563 -0.858
C 0.724 3.038 -2.157
H -1.669 -1.271 -3.421
H -1.495 0.201 -2.469
H -2.932 -0.054 -3.469
H -3.745 -2.688 -3.033
H -5.177 -3.761 -1.337
H -5.250 -2.856 0.960
H -4.938 -0.373 2.118
H -3.223 0.022 2.195
H -3.815 -1.569 2.726
H -4.348 1.012 -1.016
H -3.725 2.621 -1.429
H -4.430 2.335 0.158
H -2.750 4.034 1.091
H -2.316 4.355 -0.578
H -1.115 4.610 0.696
H -0.340 3.204 2.929
H 1.184 3.582 3.733
H 0.936 1.988 3.034
H 2.756 4.838 2.494
H 3.601 5.720 0.353
H 2.694 4.885 -1.778
H 1.408 3.243 -2.977
H -0.228 3.518 -2.399
H 0.547 1.960 -2.109
N 0.122 -1.294 -0.624
C 0.597 -2.283 -1.427
C 0.444 -3.634 -1.055
C 0.914 -4.643 -1.871
C 1.561 -4.343 -3.064
C 1.726 -3.017 -3.444
C 1.245 -1.997 -2.646
H -0.063 -3.844 -0.122
H 0.770 -5.675 -1.581
H 1.923 -5.139 -3.699
H 2.222 -2.783 -4.377
H 1.333 -0.962 -2.958
*
```

The molecule's Löwdin atomic charges, reported in e, are given here:
1 Ti 0.98
2 C -0.05
3 O -0.05
4 C -0.28
5 C 0.00
6 C -0.02
7 C -0.16
8 C -0.01
9 C 0.02
10 C -0.23
11 N 0.20
12 C -0.17
13 C -0.12
14 N 0.20
15 C -0.05
16 C 0.04
17 C 0.00
18 C -0.08
19 N 0.01
20 C -0.13
21 C -0.15
22 N 0.00
23 C -0.07
24 C 0.00
25 C 0.06
26 C -0.06
27 H 0.10
28 H 0.10
29 H 0.10
30 H 0.11
31 H 0.11
32 H 0.11
33 H 0.13
34 H 0.16
35 H 0.13
36 H 0.13
37 H 0.11
38 H 0.09
39 H 0.13
40 H 0.14
41 C -0.02
42 C -0.21
43 C -0.02
44 C -0.04
45 C -0.03
46 C -0.20
47 C -0.04
48 C -0.21
49 N 0.03
50 C -0.21
51 C 0.04
52 C -0.21
53 C 0.04
54 N 0.05
55 C -0.22
56 C -0.21
57 C 0.00
58 C -0.02
59 C -0.04
60 C -0.02
61 C -0.21
62 C -0.02
63 H 0.09
64 H 0.05
65 H 0.10
66 H 0.13
67 H 0.12
68 H 0.13
69 H 0.10
70 H 0.06
71 H 0.09
72 H 0.10
73 H 0.11
74 H 0.12
75 H 0.12
76 H 0.11
77 H 0.10
78 H 0.09
79 H 0.09
80 H 0.06
81 H 0.12
82 H 0.12
83 H 0.12
84 H 0.09
85 H 0.09
86 H 0.06
87 N -0.04
88 C -0.35
89 C -0.02
90 C -0.07
91 C -0.07
92 C -0.07
93 C -0.05
94 H 0.11
95 H 0.11
96 H 0.11
97 H 0.11
98 H 0.10

=====

no.,DFT total energy (a.u.)
1,-2864.442224
2,-1190.128775
3,-251.786156
4,-517.993505
5,-530.820958
6,-3086.373187